[1]
C40H91O15P | ωB97M-V/def2-TZVPD

ΔE to the lowest compared entry with this formula, charge and spin: 0.0 kcal per mole
E_LUMO: 0.02374 Eh
SMILES: CC(C)=CCC[C@H](C)CCP.COCCOCCOC.COCCOCCOC.COCCOCCOC.COCCOCCOC.COCCOCCOC
E: -82946.78824 eV

XYZ file:
```
147
C40H91O15P ωB97M-V/def2-TZVPD
C 2.90387 -4.14506 -3.25345
C 2.93135 -3.18842 -2.08566
C 3.88088 -3.53664 -0.96400
C 2.17352 -2.08652 -2.07679
C 1.66345 -1.35128 -0.87071
C 0.13489 -1.17203 -0.90079
C -0.66955 -2.41611 -1.31756
C -1.87605 -1.99839 -2.19290
C -1.13882 -3.21273 -0.08598
C -1.08548 -4.74031 -0.25266
P -1.91632 -5.56962 -1.66704
H 1.98813 -4.02670 -3.83049
H 2.94432 -5.16770 -2.87625
H 3.74692 -4.02690 -3.94256
H 4.14408 -4.59562 -0.97567
H 3.46791 -3.32861 0.02262
H 4.80355 -2.96622 -1.08686
H 1.86274 -1.69369 -3.04689
H 2.10195 -0.34631 -0.84117
H 1.99465 -1.83389 0.04766
H -0.12367 -0.30573 -1.51175
H -0.17444 -0.91125 0.11563
H -0.06373 -3.08628 -1.93084
H -2.77195 -2.57172 -1.96144
H -2.08850 -0.93256 -2.09603
H -1.65932 -2.19498 -3.24625
H -2.16364 -2.92920 0.17036
H -0.51901 -2.97305 0.78379
H -0.04592 -5.07308 -0.25198
H -1.55422 -5.18494 0.63009
H -3.28627 -5.31729 -1.44080
H -1.63471 -4.72570 -2.75996
C 4.78069 2.84446 4.10732
O 4.92123 2.90041 2.70515
C 5.96337 3.75541 2.27573
C 6.67251 3.20385 1.05885
O 7.50038 2.08175 1.31792
C 6.88323 0.82881 1.56024
C 6.25833 0.18437 0.34278
O 5.04779 0.82201 -0.01665
C 4.78671 0.79536 -1.40098
H 4.37273 3.77885 4.50911
H 4.09166 2.03321 4.33708
H 5.73759 2.64045 4.60010
H 6.69335 3.90679 3.07990
H 5.53854 4.73341 2.00940
H 7.35846 3.98099 0.71274
H 5.96117 3.00548 0.25476
H 6.15987 0.88612 2.37633
H 7.69952 0.17661 1.88022
H 6.05469 -0.87019 0.57895
H 6.97167 0.21704 -0.48980
H 5.64782 1.15067 -1.97839
H 3.94217 1.45728 -1.58747
H 4.52516 -0.21743 -1.73335
C -1.78369 6.32846 -4.27865
O -1.42449 5.04273 -3.83032
C -2.10856 4.63586 -2.66028
C -2.41670 3.15522 -2.67887
O -3.43314 2.75632 -3.58565
C -3.13748 2.75771 -4.97347
C -2.16133 1.69029 -5.41450
O -0.83633 2.01376 -5.03701
C -0.04794 0.88715 -4.74061
H -1.40298 7.11216 -3.61340
H -1.34465 6.46346 -5.26575
H -2.87214 6.43377 -4.36056
H -3.03867 5.20322 -2.54398
H -1.47626 4.83640 -1.78445
H -2.81231 2.90333 -1.69130
H -1.50211 2.57645 -2.82487
H -2.81300 3.74265 -5.31688
H -4.09226 2.53488 -5.45670
H -2.21324 1.60371 -6.50859
H -2.46262 0.72911 -4.97991
H -0.55417 0.22070 -4.03143
H 0.87802 1.23893 -4.28740
H 0.19822 0.31430 -5.64296
C -1.97618 -10.34396 -3.24592
O -3.00003 -10.36430 -2.27981
C -3.25530 -9.09553 -1.69935
C -4.72788 -8.89837 -1.42087
O -5.52377 -8.68601 -2.57545
C -5.80635 -9.79305 -3.41399
C -6.78203 -10.79441 -2.83628
O -6.17895 -11.58783 -1.83167
C -7.07124 -11.99526 -0.82232
H -0.99040 -10.19314 -2.79037
H -1.98506 -11.30892 -3.75083
H -2.14310 -9.55554 -3.98885
H -2.89730 -8.29007 -2.34725
H -2.70893 -9.02955 -0.74824
H -4.81839 -7.97226 -0.84672
H -5.11910 -9.70969 -0.80350
H -4.89350 -10.29399 -3.74296
H -6.28552 -9.35682 -4.29380
H -7.12748 -11.44591 -3.65128
H -7.65094 -10.25990 -2.43341
H -7.63258 -11.14452 -0.41883
H -6.47881 -12.43705 -0.02292
H -7.78342 -12.74453 -1.18817
C -6.07515 4.80463 -3.64872
O -7.14456 4.84163 -2.73097
C -6.84337 4.21770 -1.49605
C -7.47649 4.94931 -0.33381
O -6.87179 6.19389 -0.02169
C -7.11184 7.29640 -0.87970
C -8.50894 7.87086 -0.79946
O -9.45058 7.03770 -1.44841
C -10.73365 7.07833 -0.87066
H -5.90229 3.79240 -4.02641
H -6.33416 5.46056 -4.47947
H -5.14869 5.16606 -3.19151
H -5.75848 4.16772 -1.34490
H -7.23358 3.19071 -1.50883
H -7.31576 4.33235 0.55381
H -8.55396 5.04801 -0.47995
H -6.85186 7.06654 -1.91519
H -6.42972 8.07360 -0.52659
H -8.50295 8.85622 -1.28637
H -8.78129 8.01096 0.25370
H -10.68885 6.91425 0.21221
H -11.31998 6.28078 -1.32367
H -11.23423 8.03517 -1.06088
C 8.21510 6.00790 9.76939
O 7.97331 4.62209 9.71022
C 6.61166 4.28583 9.52317
C 6.45425 3.06433 8.64526
O 6.73867 3.27962 7.27317
C 8.09015 3.44488 6.87556
C 8.93699 2.19484 6.96043
O 9.27089 1.88406 8.29948
C 9.40956 0.50396 8.54100
H 7.83437 6.44778 10.69857
H 9.29360 6.15167 9.73084
H 7.75997 6.52959 8.91955
H 6.06492 5.12472 9.07672
H 6.16021 4.06204 10.49970
H 5.39598 2.79252 8.66933
H 7.02086 2.22232 9.04794
H 8.56791 4.27111 7.40605
H 8.03353 3.71740 5.81841
H 9.85905 2.36723 6.38816
H 8.39688 1.36092 6.49520
H 8.54064 -0.05451 8.17369
H 9.48569 0.36827 9.61841
H 10.31273 0.09842 8.07002
```


[2]
C40H92N4O32P8 | ωB97M-V/def2-TZVPD

ΔE to the lowest compared entry with this formula, charge and spin: 51.4 kcal per mole
E_LUMO: 0.00284 Eh
SMILES: COP(=O)(OC)OC.COP(=O)(OC)OC.COP(=O)(OC)OC.COP(=O)(OC)OC.COP(=O)(OC)OC.COP(=O)(OC)OC.COP(=O)(OC)OC.COP(=O)(OC)OC.c1cc[nH]c1.c1cc[nH]c1.c1cc[nH]c1.c1cc[nH]c1
E: -188777.04342 eV

XYZ file:
```
176
C40H92N4O32P8 ωB97M-V/def2-TZVPD
C -22.97328 -8.03176 -16.25633
O -22.00139 -7.81858 -15.26863
P -21.52307 -6.29978 -14.87183
O -21.31317 -5.43967 -16.03962
O -22.69074 -5.77712 -13.85231
C -23.92201 -5.22944 -14.29450
O -20.22793 -6.53117 -13.95980
C -19.57127 -5.45794 -13.35678
H -23.95384 -8.36894 -15.92031
H -22.62202 -8.86072 -16.87078
H -23.16965 -7.12227 -16.82409
H -24.74537 -5.86877 -13.97601
H -24.00965 -4.99505 -15.35538
H -23.98625 -4.21514 -13.90061
H -19.56752 -5.61974 -12.27886
H -19.91801 -4.43494 -13.50289
H -18.55467 -5.35529 -13.73639
C -32.01890 -4.10261 -18.37991
O -31.65559 -3.15234 -17.37416
P -32.42985 -1.69448 -17.48915
O -33.87269 -1.72861 -17.18825
O -31.96656 -1.25388 -18.97967
C -32.46323 -0.08548 -19.64104
O -31.56239 -0.73776 -16.45996
C -31.72913 -0.93861 -15.05385
H -33.00918 -4.08096 -18.83487
H -31.97627 -5.04489 -17.83367
H -31.25200 -4.19300 -19.14919
H -33.36388 0.35405 -19.21238
H -32.63561 -0.27333 -20.70080
H -31.78225 0.76224 -19.56538
H -32.40529 -1.75917 -14.81387
H -31.95553 0.02826 -14.60438
H -30.76998 -1.23027 -14.62601
C -24.92683 -4.38761 -10.84581
O -24.85290 -3.81343 -9.55709
P -24.56603 -4.73470 -8.25030
O -23.56378 -5.84315 -8.37269
O -26.00476 -5.23743 -7.77934
C -26.20679 -5.83293 -6.52050
O -24.11132 -3.64959 -7.19646
C -24.89473 -2.48841 -6.96897
H -23.91685 -4.48766 -11.24335
H -25.59238 -3.78815 -11.46693
H -25.31394 -5.40417 -10.77617
H -25.29811 -5.95460 -5.93093
H -26.66943 -6.81963 -6.54252
H -26.87976 -5.16791 -5.97922
H -24.79154 -2.17494 -5.93013
H -25.92979 -2.77984 -7.14733
H -24.51563 -1.65190 -7.55603
C -19.84946 -1.64598 -18.19953
O -20.97498 -1.59687 -17.30981
P -22.14849 -0.55042 -17.61261
O -22.48406 -0.39932 -19.05626
O -23.39430 -1.01828 -16.67192
C -23.43347 -2.35285 -16.24834
O -21.63129 0.83127 -16.98122
C -22.61911 1.83063 -16.83871
H -19.25919 -2.54155 -18.00547
H -19.32568 -0.71579 -17.97931
H -20.08990 -1.63158 -19.26258
H -24.40209 -2.47375 -15.76332
H -22.57651 -2.51389 -15.59428
H -23.52306 -3.04453 -17.08598
H -22.52222 2.24570 -15.83550
H -23.62283 1.46884 -17.06179
H -22.39153 2.61689 -17.55852
C -26.10792 -9.66615 -20.32024
O -27.30478 -9.29587 -20.88252
P -27.56630 -7.71098 -21.37752
O -26.58611 -6.71631 -20.88768
O -27.56232 -7.88493 -22.98386
C -26.36222 -8.15606 -23.61270
O -29.11074 -7.37460 -21.10255
C -29.55205 -6.20118 -20.49397
H -26.19836 -9.47284 -19.25134
H -25.35624 -8.97591 -20.70319
H -25.83888 -10.69575 -20.55610
H -26.47218 -8.87538 -24.42422
H -25.57298 -8.56032 -22.97884
H -26.07296 -7.20861 -24.06743
H -30.34724 -5.94223 -21.19306
H -28.82635 -5.39103 -20.42250
H -30.15442 -6.44570 -19.61906
C -27.47843 -12.86969 -10.55507
O -28.56449 -12.31854 -11.21752
P -28.39038 -11.51679 -12.65165
O -27.97129 -12.46261 -13.70303
O -29.79720 -10.64518 -12.94565
C -30.97723 -11.41795 -13.16723
O -27.24243 -10.44704 -12.44462
C -26.72530 -9.64171 -13.51448
H -27.45818 -12.38686 -9.57804
H -26.52301 -12.73880 -11.06314
H -27.61229 -13.91838 -10.28967
H -30.86116 -12.39368 -13.63902
H -31.61894 -10.88690 -13.87028
H -31.73755 -11.53704 -12.39532
H -26.81913 -8.59906 -13.21088
H -27.30480 -9.83290 -14.41766
H -25.64984 -9.74010 -13.66221
C -23.90811 -0.15043 -10.06576
O -23.20643 0.53441 -11.08400
P -23.40285 0.19769 -12.66146
O -22.65755 0.98987 -13.68911
O -23.01993 -1.39124 -12.75232
C -21.76157 -1.86103 -12.50990
O -25.00036 0.26115 -12.80090
C -25.62374 0.02166 -14.06765
H -24.94218 0.16651 -9.93032
H -23.42087 0.05795 -9.11324
H -23.87753 -1.23103 -10.20529
H -21.40776 -2.46654 -13.34434
H -21.73664 -2.43516 -11.58370
H -20.89846 -1.19753 -12.45589
H -25.16297 0.57160 -14.88823
H -26.66568 0.33118 -13.98597
H -25.73132 -1.01773 -14.37775
C -27.52506 -3.29227 -14.64689
O -27.17194 -4.67094 -14.84588
P -26.81444 -5.16542 -16.33241
O -25.77639 -4.45961 -17.12663
O -26.45639 -6.75650 -16.15324
C -26.40518 -7.54810 -17.31415
O -28.26066 -5.08685 -17.12658
C -29.41835 -5.53318 -16.50090
H -28.59528 -3.18191 -14.82170
H -27.13349 -2.66959 -15.45128
H -27.21834 -3.01522 -13.63829
H -25.41986 -7.55780 -17.78015
H -27.18828 -7.32044 -18.03736
H -26.56490 -8.54849 -16.91191
H -30.11398 -4.70795 -16.34860
H -29.18214 -6.05414 -15.57306
H -29.86113 -6.30960 -17.12478
C -31.44543 -4.86518 -13.20154
C -31.71255 -6.24720 -13.23776
C -30.60766 -6.91771 -12.74612
N -29.63162 -5.96772 -12.50265
C -30.09758 -4.72914 -12.85992
H -32.11380 -4.03452 -13.37388
H -32.70582 -6.61667 -13.44588
H -30.37124 -7.93358 -12.46590
H -28.70870 -6.20342 -12.16685
H -29.42454 -3.89216 -12.74639
C -28.58620 -1.19851 -11.90770
C -27.54993 -1.35702 -11.00009
C -28.09229 -1.82946 -9.87208
N -29.45689 -1.96247 -10.02069
C -29.78091 -1.49740 -11.30175
H -28.49452 -0.73125 -12.87705
H -26.51921 -1.07155 -11.15017
H -27.58169 -2.01037 -8.93775
H -30.05863 -2.38633 -9.32906
H -30.79794 -1.45946 -11.66315
C -25.73260 -11.53064 -17.13652
C -25.76731 -12.54543 -16.23102
C -24.44035 -12.97819 -16.05925
N -23.61206 -12.30081 -16.86582
C -24.38197 -11.46889 -17.58981
H -26.61573 -11.01510 -17.48392
H -26.62872 -12.91023 -15.69132
H -24.01845 -13.73416 -15.41356
H -22.62040 -12.42095 -17.01507
H -24.01938 -10.83675 -18.38688
C -27.52218 -0.04642 -18.84082
C -28.58536 -0.58918 -18.14978
C -28.18136 -1.75773 -17.58788
N -26.89061 -1.96803 -17.90124
C -26.45599 -0.91302 -18.65571
H -27.47601 0.85758 -19.42993
H -29.59221 -0.21334 -18.04295
H -28.72968 -2.43974 -16.95493
H -26.32608 -2.75872 -17.62519
H -25.43661 -0.89443 -19.01197
```


[3]
C40H94BO7P3S | ωB97M-V/def2-TZVPD

E_LUMO: -0.02214 Eh
SMILES: CCCCCCCCCCCCCCCCP(OCCC)(PP(=O)(O)O)(B(O)CC)S(C)(=O)=O.CCCCCC.CCCCCC.CCCCCC
E: -96705.53246 eV

XYZ file:
```
146
C40H94BO7P3S ωB97M-V/def2-TZVPD
C 13.04364 1.97208 -0.65896
C 12.07813 0.69003 -1.01658
C 12.31584 0.23266 -2.57992
C 10.95662 -0.39574 -3.28076
C 10.34383 -1.69293 -2.45636
C 8.86505 -2.03897 -3.08777
C 7.93005 -2.97652 -2.09382
C 6.62881 -3.61609 -2.91624
C 5.27858 -2.70967 -2.70063
C 4.11674 -3.62469 -1.93401
C 3.37364 -4.47865 -3.16327
C 2.08479 -3.64283 -3.80134
C 0.61910 -4.24385 -3.27861
C -0.47712 -3.01917 -2.97217
C -1.16643 -3.37550 -1.49875
C -2.71305 -2.92877 -1.33500
P -3.18694 -1.11854 -1.31680
O -3.19637 0.05158 -2.59993
C -2.17520 -0.17904 -3.61830
C -2.37591 1.02904 -4.75784
C -3.35213 0.58512 -6.00228
P -1.36374 -0.38748 -0.40692
P -1.02186 -1.29979 1.59452
O -1.57744 -0.29659 2.72290
O -1.65037 -2.91675 1.72485
O 0.74290 -1.41977 1.72777
B -4.11934 -0.50813 0.29608
O -4.33901 -1.48767 1.41828
C -4.68720 1.01570 0.51526
C -3.59671 2.21458 0.27064
S -5.16525 -1.72430 -2.02889
C -5.16727 -2.17702 -3.86532
O -6.17716 -0.51862 -1.90726
O -5.78690 -2.85508 -1.13232
H 13.23048 2.00594 0.50746
H 12.46560 2.95420 -1.00874
H 14.07469 1.82898 -1.20893
H 12.27298 -0.24344 -0.30424
H 10.95066 1.02565 -0.83639
H 12.63614 1.19594 -3.18047
H 13.18012 -0.56455 -2.59287
H 11.26377 -0.75222 -4.37341
H 10.12740 0.43172 -3.42731
H 10.25118 -1.44627 -1.30873
H 11.04041 -2.64378 -2.60666
H 8.97121 -2.61599 -4.10624
H 8.28585 -1.03940 -3.30593
H 7.60016 -2.36919 -1.14079
H 8.63960 -3.85260 -1.70430
H 6.89571 -3.66208 -4.05795
H 6.44773 -4.68601 -2.45956
H 5.44224 -1.71785 -2.09576
H 4.84381 -2.43687 -3.75912
H 4.61325 -4.37497 -1.18097
H 3.28707 -2.94209 -1.42408
H 2.98652 -5.46996 -2.65634
H 4.20798 -4.66805 -3.97722
H 2.20480 -2.52361 -3.46421
H 2.14704 -3.79492 -4.97359
H 0.82925 -4.89936 -2.32644
H 0.24381 -4.93989 -4.15841
H -1.34037 -3.12738 -3.77792
H 0.06655 -1.98379 -2.99608
H -0.44861 -3.09696 -0.58627
H -1.16899 -4.57236 -1.48026
H -3.31707 -3.45688 -2.22064
H -3.12777 -3.46634 -0.35217
H -2.29228 -1.19490 -4.21724
H -1.06468 -0.09590 -3.26196
H -2.83766 1.93345 -4.16709
H -1.32215 1.30552 -5.18813
H -4.45596 0.53149 -5.55764
H -3.03944 -0.44788 -6.48312
H -3.36672 1.47117 -6.78985
H -0.18579 -0.79575 -1.18712
H -0.93518 -3.53788 2.06095
H 0.90106 -2.36270 2.03281
H -4.26320 -1.01804 2.30459
H -5.64548 1.28866 -0.10433
H -5.01562 1.09783 1.66060
H -4.13133 3.22367 0.61087
H -2.65056 2.10285 0.97030
H -3.26910 2.36881 -0.84206
H -4.94316 -3.34504 -3.95126
H -4.43740 -1.53595 -4.51777
H -6.24575 -2.04264 -4.35961
C -6.12779 4.14112 3.28831
C -7.56906 3.67211 3.41487
C -8.11023 3.03864 2.13060
C -8.16919 3.97279 0.91622
C -8.99891 5.24409 1.11218
C -10.46771 4.96305 1.38645
H -6.02088 4.92140 2.52955
H -5.78243 4.55638 4.24085
H -5.46864 3.30842 3.02419
H -8.20256 4.50691 3.72968
H -7.62251 2.92716 4.21852
H -9.10916 2.63724 2.33217
H -7.48722 2.17348 1.87090
H -8.57684 3.41007 0.06688
H -7.15188 4.25876 0.62480
H -8.92430 5.85146 0.20182
H -8.58358 5.85450 1.92135
H -10.91625 4.39483 0.56456
H -11.01925 5.90449 1.48733
H -10.60669 4.39824 2.31289
C -5.36794 9.07815 5.70113
C -6.50565 8.06984 5.74796
C -7.10231 7.77205 4.36999
C -7.74818 8.97072 3.66510
C -8.87268 9.65649 4.44503
C -10.06121 8.74503 4.70621
H -5.70351 10.05052 5.32982
H -4.95904 9.23066 6.70541
H -4.55785 8.72218 5.05718
H -7.28086 8.41976 6.43639
H -6.12187 7.13262 6.16987
H -7.83899 6.96821 4.47371
H -6.31374 7.37278 3.71973
H -8.14179 8.63211 2.69834
H -6.97874 9.71536 3.43040
H -9.21799 10.52273 3.86741
H -8.49704 10.05280 5.39460
H -10.48394 8.37604 3.76562
H -10.84689 9.29313 5.23817
H -9.78478 7.88407 5.32178
C 5.63247 -4.93706 2.06577
C 7.02403 -5.33209 1.59588
C 7.03508 -6.61517 0.76098
C 6.56063 -7.87545 1.49408
C 7.34017 -8.22190 2.76505
C 8.80734 -8.52264 2.50324
H 5.19541 -5.69608 2.72064
H 5.67808 -3.99976 2.63008
H 4.96171 -4.78627 1.21432
H 7.69149 -5.42708 2.45774
H 7.42847 -4.51630 0.98385
H 8.04857 -6.77470 0.37759
H 6.40065 -6.47008 -0.12250
H 6.62009 -8.72253 0.79901
H 5.49970 -7.77246 1.74986
H 6.88000 -9.10503 3.22501
H 7.25542 -7.41515 3.50113
H 8.91546 -9.36054 1.80626
H 9.30934 -8.79388 3.43872
H 9.33090 -7.65724 2.08665
```


| no. | HOMO (eV) | orbital gap (Ha) |
| --- | --- | --- |
| 1 | -8.6 | 0.3397 |
| 2 | -7.6 | 0.2811 |
| 3 | -8.8 | 0.3010 |